1.
Formula: C2H6N6
Source: OMol25
Level of theory: ωB97M-V/def2-TZVPD

For the energy relative to the best compared isomer or geometry (same formula, charge and spin), the calculation gives 477.17 kJ/mol. For the total energy, the calculation gives -11105.35263 eV. As for the HOMO energy: -8.24 eV. As for the spin multiplicity: 1. As for the HOMO-LUMO gap: 8.90 eV. As for the LUMO energy: 0.66 eV. As for the SMILES: NNC1=NN=CNN1. The calculation puts the strongest force on any atom at 0.163 Eh/bohr.

Positions of all 14 atoms, in Å:
C: -2.3585 0.4242 0.1323
N: -1.4676 1.3427 0.0220
H: -0.1416 -1.1244 1.1301
H: 1.7889 -1.3160 -0.7472
H: -3.3926 0.4930 0.5592
C: 0.4568 -0.0255 -0.2302
H: 2.4676 0.8380 1.2692
N: -1.6804 -0.8730 -0.1399
N: 1.6450 -0.5368 -0.1535
N: -0.3938 -1.0660 0.0773
N: 2.8304 0.4798 0.1187
N: -0.1149 1.1708 -0.4416
H: 2.5715 1.2779 -0.5509
H: -2.2109 -1.0847 -1.0454

=====

2.
Formula: C18H19BrF16NO4P
Source: OMol25
Level of theory: ωB97M-V/def2-TZVPD

For the total energy, the calculation gives -151454.77970 eV. As for the HOMO energy: -8.96 eV. As for the spin multiplicity: 1. As for the HOMO-LUMO gap: 8.48 eV. As for the LUMO energy: -0.49 eV. As for the SMILES: FC(F)C(F)(F)COC(F)(F)C(F)F.FC(F)C(F)(F)COC(F)(F)C(F)F.CC(=O)OC[PH2](Br)c1ccccn1. The calculation puts the strongest force on any atom at 0.159 Eh/bohr.

Positions of all 60 atoms, in Å:
F: -0.9137 5.3150 -3.7115
F: 0.6633 -6.6768 2.3698
H: 0.7523 8.3997 -3.7550
O: 3.2532 -6.0966 4.4311
C: 2.3795 -4.9925 4.1743
O: -1.4535 -3.4681 2.8071
C: 0.4269 5.1408 -3.7851
C: -1.4988 7.1843 -6.0327
H: -0.6992 7.5034 -3.4491
F: 2.3491 -9.4707 3.3727
H: -3.3316 0.2839 1.2600
H: -4.0625 -1.7823 1.6971
P: -0.6962 0.2094 3.0181
C: 2.0239 -4.7312 2.7034
H: -0.1423 -4.9078 2.7981
H: 2.9470 -4.1166 4.5160
H: -1.6727 -0.6543 3.6305
F: 2.8116 -7.7448 2.1247
C: 0.6960 -5.3320 2.2383
F: -1.7058 7.4496 -7.3484
F: 0.4889 -5.0667 0.9226
C: -0.1708 7.7852 -5.5676
H: 0.6087 0.3278 3.6746
H: 0.6899 -1.9773 2.5404
F: 0.6168 4.7716 -6.1463
C: -1.8750 -2.7284 1.7748
C: -0.0480 2.6953 -0.4166
F: 1.9532 -3.3716 2.5401
C: -3.4735 -2.7185 1.2823
C: -2.5090 0.9647 0.7467
H: -3.9928 -3.7174 1.6373
F: 0.7972 4.5953 -2.5945
O: 1.0585 6.4197 -3.8399
F: -1.5314 5.8396 -5.9012
F: 0.8608 7.3765 -6.3538
C: 0.1848 7.5239 -4.0968
H: -3.8116 1.6637 -1.2982
H: -2.3371 7.6086 -5.4729
H: 1.4955 -5.0130 4.8220
F: 0.1544 3.0457 -4.8983
F: 1.2811 -7.2013 4.5595
C: -1.4615 2.5775 -1.2149
H: 0.8619 3.3374 -0.8458
H: 0.8115 -0.6600 1.1971
N: 0.1442 1.9756 0.8780
Br: -1.4424 2.0047 4.2749
H: 4.1091 -8.5394 3.4005
F: -0.2415 9.1447 -5.7309
C: -2.8055 1.7393 -0.7071
C: 3.0443 -8.3032 3.3392
H: -3.5336 -2.6501 0.0974
F: 3.0556 -5.1399 1.9172
O: -0.9587 -1.8421 1.0383
F: 2.9920 -7.9210 5.6765
C: -1.0178 1.1782 1.3545
H: 1.9144 3.9769 -4.8705
C: 0.8496 4.2132 -4.9318
C: 2.6217 -7.3755 4.4859
H: -1.5426 3.1514 -2.2522
C: 0.0321 -1.2037 1.9198

=====

3.
Formula: C26H68ClIN7O5
Source: OMol25
Level of theory: ωB97M-V/def2-TZVPD

For the total energy, the calculation gives -69343.55247 eV. As for the HOMO energy: -10.89 eV. As for the spin multiplicity: 1. As for the HOMO-LUMO gap: 7.76 eV. As for the LUMO energy: -3.13 eV. Its charge is +1. The calculation puts the strongest force on any atom at 0.067 Eh/bohr.

Positions of all 108 atoms, in Å:
N: -1.4061 -2.4593 -6.9971
H: 2.0303 7.9421 -2.0900
H: 3.3221 1.1541 7.4902
H: 0.4974 -1.2207 -5.6584
H: 3.3766 1.2847 4.7368
H: -6.9913 -4.9620 0.2910
N: 2.8281 5.3506 -0.0019
C: 2.7736 5.1749 -2.4890
H: -0.1389 1.6377 2.0140
H: -5.2077 -3.3121 -2.4837
H: -0.3015 -0.8480 2.4084
H: 3.8555 -2.1659 2.1449
H: -7.3124 -1.4398 -1.2233
C: -4.8763 -2.8814 -1.5327
H: -2.4156 0.3396 -5.2574
H: -5.3250 -3.5958 1.6828
H: 3.7693 0.3955 3.4568
H: -1.7561 -0.4809 -7.5773
C: 2.9176 -0.6747 4.9711
C: -1.3358 -1.2386 -3.5151
C: 4.6245 -3.6636 -1.6522
H: 3.0511 -3.8328 0.3943
H: 2.7356 -1.5313 4.3108
N: -5.1117 -2.9851 0.8936
H: -4.6985 0.6828 0.3679
C: -4.1577 0.6529 1.4307
H: 2.4267 4.1358 -2.4853
H: -1.1769 -0.1581 -3.4465
C: -8.0139 -2.2725 -1.2718
C: -1.4355 -1.0234 -6.6797
H: -5.6988 1.7098 2.7523
C: -5.3480 -3.7286 -0.3532
H: 4.9916 -1.2529 4.9960
H: 2.5917 7.3948 -3.7061
H: -4.7255 -4.6314 -0.3367
H: 4.3650 4.5669 -1.1838
H: -4.6432 -0.2819 1.9861
O: -7.7825 -3.1645 -0.1926
C: 1.6989 -0.5450 5.8818
H: -5.2333 -1.8498 -1.4825
H: 4.8986 1.0226 8.2606
I: 1.3792 1.2992 -0.3651
C: 4.3583 -2.2434 1.1732
H: 5.6480 -3.3352 -1.4723
H: -9.0200 -1.8595 -1.1592
H: -3.4647 -0.8710 -5.9756
H: -0.0221 0.4516 -5.9321
C: 4.1703 0.4875 7.6451
N: 3.0222 0.5330 4.1381
H: -2.3329 -2.7414 -7.3175
C: -0.0174 -0.5576 -6.3579
N: -3.6988 2.5130 3.2790
H: -7.9526 -2.7728 -2.2431
H: 2.4064 -2.2051 0.2646
C: 4.2368 -0.9525 5.7310
C: 5.5715 -3.1497 1.3682
O: 3.7121 -2.6716 -1.2079
C: -4.6594 1.9887 2.2356
H: 5.2438 6.6537 -0.4972
H: -2.0879 2.5794 0.7591
H: 3.8599 -0.4138 8.1825
H: 4.0178 -0.2731 0.7660
C: -2.4618 -0.7127 -5.5639
O: -2.3736 -1.5724 -4.4238
H: 3.3610 5.3019 -3.4069
H: 6.1093 -2.8730 2.2823
H: 5.2680 -4.1975 1.4663
H: -2.8388 2.8812 2.7835
H: 0.5895 -0.5300 -7.2703
H: 5.1149 -0.9521 -0.1924
C: -2.1066 -0.8953 0.9033
H: 4.5021 -3.7757 -2.7329
Cl: -1.6848 1.2955 -1.2981
H: 0.8706 7.6864 -3.3884
H: -2.3208 -1.2427 -0.1941
H: -7.0229 -4.6564 -1.4375
H: 2.3797 4.4362 0.0618
H: 1.6478 0.4236 6.3851
C: 1.8023 7.3159 -2.9523
C: -6.8214 -4.1884 -0.4659
H: -5.8283 -2.2556 0.9523
H: -2.4631 -1.8101 1.5650
H: -2.2241 0.5519 2.3002
H: 3.8355 7.5667 -1.0138
C: 4.4444 6.6895 -1.2463
H: 1.6945 -1.3286 6.6470
H: -3.7813 -2.8349 -1.5531
C: 3.6421 5.3906 -1.2263
H: 6.2896 -3.0780 0.5476
H: 2.0438 5.9952 -0.1379
C: 3.3236 -2.7955 0.1634
H: -1.6201 -1.6090 -2.5265
C: -0.4916 -0.6558 1.2648
H: 0.7764 -0.6456 5.2984
O: 1.5894 5.9761 -2.5355
H: 4.1300 -1.7941 6.4266
C: -0.2887 0.9868 1.0275
H: -4.8597 2.8671 1.4776
H: -3.3311 1.7175 3.8794
H: 4.9127 6.8476 -2.2237
N: 4.8213 -0.9017 0.7876
N: -2.6586 0.4788 1.3389
H: -1.2926 -2.9633 -6.1127
H: 0.2965 -1.1058 0.5122
C: -1.8196 1.4547 0.5439
H: 4.4423 -4.6345 -1.1815
H: -0.4141 -1.7453 -3.8005
O: 4.7838 0.1868 6.4012